The following is a DFT calculation (the ωB97M-V functional and the def2-TZVPD basis) of 2 unconnected molecules or ions with the total composition C28H26O5S2 at a distorted geometry.

Geometry as XYZ:
```
61
Properties=species:S:1:pos:R:3
S -5.78780 3.79633 -0.98277
S -6.99127 1.25384 -1.79910
O -4.82857 4.41011 -0.09463
O -8.23086 2.00099 -1.92965
O -2.62813 -0.59524 -1.35938
O -7.01953 -0.16985 -1.53452
O -5.51263 3.73404 -2.40620
C -7.29144 4.81541 -0.85798
C -2.16569 0.63351 -1.40814
C -7.03021 1.65392 -4.47044
C -4.30362 1.18412 -4.87543
C -6.07691 2.08177 -0.51106
C -0.08468 1.91796 -0.90356
C -8.30702 1.06396 2.32248
C -6.80046 2.78454 3.09374
C -7.56526 0.93467 1.14789
C -0.12583 0.92143 1.69737
C -8.56697 6.48200 0.35028
C 0.79634 2.41508 0.04825
C -6.50933 1.84878 0.83429
C 1.48128 2.71008 2.47320
C -7.93482 1.98493 3.30931
C -6.06154 2.67536 1.91303
C -7.44428 5.65680 0.25058
C -1.10064 1.00041 -0.52625
C 0.70438 2.01109 1.38985
C -4.85444 1.03495 -3.59728
C -6.19172 1.36509 -3.39805
C -9.35097 5.68807 -1.78627
C -9.54215 6.47591 -0.65033
C -6.47400 1.83674 -5.73817
C -5.10425 1.63211 -5.93693
C -0.99962 0.40609 0.76260
C -8.22770 4.86286 -1.89493
C -2.55224 -1.54952 -2.44467
H -8.08935 4.24800 -2.78158
H -3.14437 -1.21246 -3.30632
H -8.51880 2.07247 4.22941
H -0.09304 0.52206 2.71240
H -8.09800 1.77467 -4.29111
H -6.49308 3.50990 3.85415
H -10.44027 7.08601 -0.55277
H -1.68516 -0.39834 1.01125
H -4.66246 1.81957 -6.91911
H -2.42694 1.29559 -2.25027
H -7.12600 2.16253 -6.54911
H -9.19053 0.43291 2.45678
H -3.24114 0.98014 -5.04080
H 1.54719 3.16475 -0.21555
H 2.55686 2.67981 2.25882
H -8.67142 7.13290 1.21541
H 1.19817 3.76895 2.57958
H -5.12956 3.23101 1.79053
H -4.25263 0.68707 -2.75450
H 1.30914 2.21537 3.43588
H -0.06039 2.23974 -1.94159
H -1.51678 -1.76113 -2.74282
H -7.81106 0.15196 0.43075
H -10.06933 5.70430 -2.60211
H -2.98914 -2.45083 -2.01860
H -6.68412 5.65604 1.03178
```

lowest unoccupied orbital energy	-3.088	eV
HOMO-LUMO gap	0.113	Eh
charge	0
DFT total energy	-61359.5415	eV
2S+1	1

Löwdin population analysis, charges in e, atoms 1 to 5:
1. S 0.6770
2. S 0.6872
3. O -0.3400
4. O -0.3222
5. O -0.0656

The following is a DFT calculation (the ωB97M-V functional and the def2-TZVPD basis) of 2 unconnected molecules or ions with the total composition C28H27BN5O4S2 at a distorted geometry.

Geometry as XYZ:
```
67
Properties=species:S:1:pos:R:3
S -2.17353 4.89633 -0.97078
S -3.57538 0.11310 -4.34828
O -1.35830 0.21639 -6.44206
O 2.67885 4.55248 -0.56003
O 0.00772 -6.21758 -2.24917
O 0.91160 5.90364 1.93380
N 2.11175 -0.02122 0.57198
N -1.77098 -1.96602 -5.65328
N -1.34722 -4.56291 -1.07141
N 0.15132 -0.32842 -2.11526
N -0.76312 -2.20682 -6.57670
C -2.70741 -5.83241 2.74698
C 0.18308 0.84196 -1.17290
C -1.77545 1.97791 -2.91295
C -1.71176 -5.04452 3.80411
C 1.30650 -2.72310 -2.55308
C -0.52204 -4.10103 3.12692
C -1.36782 -4.67342 0.44036
C 3.78151 2.27627 5.17796
C -0.35269 -3.90946 1.48208
C 1.11028 1.01718 0.15215
C 1.14728 -1.34283 -1.62663
C 0.99893 2.38362 1.09057
C 1.65111 1.33905 3.61038
C -2.22077 -0.51228 -5.48118
C 1.99315 2.47444 2.43161
C 1.36082 -4.10270 -1.67044
C -0.02162 -4.98515 -1.66966
C -0.05974 3.58472 0.73593
C -1.01531 3.46031 -0.62376
C -1.62688 5.07119 2.56600
C -2.52851 -5.63896 1.10635
C -0.47435 -0.79175 -7.11157
C -0.84904 2.10536 -1.53142
C -2.89750 0.78217 -2.73268
C 4.11121 3.43204 4.01616
C 2.52435 1.21899 5.00037
C 2.11665 -1.22594 -0.32563
C 3.22016 3.54807 2.60570
B -0.17606 4.92407 1.73739
H 0.50090 -3.20816 1.09447
H 0.45982 -2.76958 -3.37415
H 3.46299 4.35773 1.79058
H 2.33039 5.00800 0.18448
H -3.55094 -6.52458 3.22351
H 2.85467 -2.10897 -0.06404
H -3.81445 1.29080 -2.16171
H 2.19081 -4.79056 -2.18358
H -2.48938 -0.04243 -2.00024
H 0.76048 0.57809 3.44571
H 0.55160 6.80554 2.18529
H -3.48173 4.42403 -0.71340
H 1.69972 -3.97364 -0.55807
H 2.31032 0.40913 5.81895
H -3.29683 -6.21809 0.43475
H 0.32658 -0.61464 -7.95713
H 4.48106 2.24750 6.12557
H -2.39820 2.97347 -3.11921
H 0.19173 -3.55839 3.90865
H -1.86244 -5.17105 4.96310
H -1.62175 -3.59645 -1.35541
H 5.03562 4.15508 4.20541
H 2.33704 -2.60812 -3.10848
H -2.44192 5.57021 1.85355
H -1.49251 5.63937 3.58386
H -1.10228 1.83890 -3.88492
H -2.01207 3.95403 2.72453
```

lowest unoccupied orbital energy	1.017	eV
HOMO-LUMO gap	0.150	Eh
charge	-1
DFT total energy	-67427.4560	eV
2S+1	1

Löwdin population analysis, charges in e, atoms 1 to 5:
1. S 0.6725
2. S 0.8297
3. O -0.1268
4. O -0.5165
5. O -0.0467

The following is a DFT calculation (the ωB97M-V functional and the def2-TZVPD basis) of a molecular structure, C28H27ClN8O4Pd.

Geometry as XYZ:
```
69
Properties=species:S:1:pos:R:3
Pd -0.06151 0.03555 0.07290
Cl -0.36544 -1.68120 -1.92390
O 0.17147 -2.71841 -2.68151
O -1.70902 -1.37297 -2.23143
O 0.45174 -0.41037 -1.98380
O -0.25251 -2.00148 -0.44285
N -0.14503 2.00937 0.11138
N -0.18298 -0.13872 2.11419
N 2.14564 2.48645 0.20558
N -3.72820 -0.87585 1.98011
N 0.64758 4.17607 -0.08315
N -4.33943 -0.78287 0.78946
N -0.52249 -0.51948 4.83098
N -2.30576 -0.21645 0.38214
C 0.84785 -0.00953 2.95602
C 1.73398 6.17547 0.78635
C 2.50095 -1.23062 0.24636
C -1.47202 2.47542 -0.13835
C -1.53778 -0.63827 3.99428
C 1.68174 5.17024 -0.17918
C 3.87669 -1.32776 0.37154
C -1.39013 -0.44080 2.62362
C 3.65179 7.08143 -0.38439
C 4.93234 2.32655 0.42172
C 1.94466 0.03185 0.18857
C 0.86712 2.86782 0.07083
C 4.64906 -0.17522 0.42810
C -3.22843 2.85471 -1.73426
C -3.56559 3.33520 0.60532
C 2.73468 7.13324 0.65466
C -2.27273 2.91895 0.91870
C -1.79510 2.94833 2.34549
C -3.49204 -0.39431 -0.16664
C 0.73686 6.23133 1.91038
C -1.93997 2.44330 -1.45345
C 2.68151 1.19380 0.24203
C -2.50261 -0.52481 1.68734
C 3.57871 6.07175 -1.33374
C -4.04284 3.29958 -0.69616
C 2.58010 5.11637 -1.23789
C 0.65934 -0.20377 4.31566
C 4.08186 1.08616 0.36594
H -1.28253 2.09495 -2.24208
H 4.86398 2.90400 -0.50458
H -3.75596 -0.25507 -1.20120
H 2.79570 7.93063 1.38436
H 0.67868 5.28019 2.44363
H 1.00891 7.00281 2.62701
H -0.26521 6.46891 1.54278
H -3.59344 2.84335 -2.75228
H -5.32091 -1.00814 0.70816
H 1.49707 -0.10178 4.99340
H 5.97669 2.05965 0.56097
H -2.51297 -0.89337 4.39113
H 1.81743 0.23343 2.55293
H 2.48163 4.34485 -1.99317
H -2.27208 2.15555 2.92813
H 4.65276 2.97983 1.25313
H -5.05035 3.63376 -0.90545
H 5.72402 -0.25750 0.52026
H 1.89575 -2.12218 0.19238
H -2.06853 3.88967 2.82168
H 4.33998 -2.30369 0.41365
H 2.81513 3.24589 0.19188
H -0.71555 2.82720 2.42745
H 4.42150 7.83752 -0.45796
H -0.31530 4.48110 -0.08672
H -4.20659 3.69746 1.40014
H 4.27922 6.03982 -2.15672
```

lowest unoccupied orbital energy	-8.461	eV
HOMO-LUMO gap	0.214	Eh
charge	+2
DFT total energy	-65564.7386	eV
2S+1	1

Löwdin population analysis, charges in e, atoms 1 to 5:
1. Pd 1.2536
2. Cl 0.7634
3. O -0.1613
4. O -0.2590
5. O -0.3442